(1)
A cluster of 10 separate species, C40H60O20 in total. Source: the Open Molecules 2025 dataset; level of theory: ωB97M-V/def2-TZVPD.

```
! RIJCOSX wB97M-V def2-TZVPD def2/J DEFGRID3
* xyz 0 1
O 4.69781 8.51359 1.49677
C 4.01732 8.40602 0.47096
C 2.92573 9.35526 0.03720
C 2.63565 8.81348 -1.30223
C 3.33505 7.53603 -1.51220
O 4.11682 7.39134 -0.38654
H 2.16597 9.27135 0.81427
H 3.34772 10.36015 0.05235
H 1.56682 8.68010 -1.46932
H 3.05229 9.45809 -2.07618
H 2.67231 6.68293 -1.65744
H 4.04918 7.51172 -2.33532
O -4.99772 -3.89131 9.29530
C -4.91930 -3.55241 8.11618
C -5.49447 -4.21623 6.96803
C -5.28789 -3.22330 5.88050
C -4.15414 -2.31500 6.34579
O -4.20488 -2.46973 7.73899
H -4.89315 -5.10931 6.79801
H -6.53062 -4.52163 7.11373
H -4.96102 -3.67992 4.94629
H -6.20776 -2.68868 5.64360
H -3.22656 -2.58856 5.84294
H -4.22465 -1.26239 6.07161
O -1.17201 -5.95886 4.55232
C -1.73954 -6.69929 3.77792
C -1.93251 -6.64397 2.27698
C -3.23039 -7.47880 2.16464
C -3.25991 -8.33504 3.38243
O -2.35825 -7.76695 4.27442
H -2.09612 -5.62246 1.93367
H -1.04412 -6.98449 1.74508
H -4.05767 -6.77054 2.21005
H -3.27400 -8.12647 1.28902
H -4.28415 -8.39033 3.75119
H -2.89402 -9.32790 3.12081
O -1.30326 6.55470 2.72217
C -0.64589 7.10193 3.57040
C -0.93291 8.33421 4.36027
C 0.33855 8.63408 5.03829
C 1.06366 7.28075 5.18782
O 0.47069 6.52065 4.09266
H -1.11568 9.19217 3.71330
H -1.79621 8.14598 4.99854
H 1.02518 9.25958 4.46787
H 0.21880 9.12576 6.00370
H 2.13917 7.32617 5.01663
H 0.89759 6.91737 6.20196
O -4.25856 -4.16194 -2.75424
C -4.90232 -3.11715 -2.67823
C -6.09046 -2.76507 -1.82633
C -6.54407 -1.41662 -2.31847
C -5.32847 -0.88075 -2.99751
O -4.49038 -1.99456 -3.32320
H -6.98009 -3.38299 -1.94816
H -5.78297 -2.72692 -0.78129
H -7.39413 -1.53591 -2.99024
H -6.80690 -0.79752 -1.46072
H -5.58702 -0.28641 -3.87387
H -4.78399 -0.26127 -2.28485
O -5.50856 4.45557 -1.53505
C -4.65623 5.24303 -1.90978
C -4.81315 6.71389 -1.92827
C -3.45809 7.23728 -2.35231
C -2.80367 6.02073 -3.00098
O -3.56717 4.85070 -2.58728
H -5.62085 7.01435 -2.59567
H -5.14697 7.04160 -0.94376
H -3.55317 7.98384 -3.14079
H -2.88280 7.66554 -1.53149
H -2.96440 6.16183 -4.06979
H -1.74206 5.96170 -2.76096
O -2.26253 -1.11554 1.02109
C -1.47959 -0.36715 0.36978
C -0.48620 -0.82146 -0.70085
C -0.00486 0.50185 -1.28386
C -0.29073 1.41674 -0.18543
O -1.35685 0.91589 0.56444
H 0.24655 -1.36127 -0.10102
H -0.80327 -1.57964 -1.41688
H 1.03714 0.55129 -1.59987
H -0.57731 0.74735 -2.17837
H 0.56734 1.35607 0.48400
H -0.49568 2.44217 -0.49298
O 4.45353 -4.39209 0.58210
C 4.77050 -5.28778 1.39472
C 4.75966 -5.24351 2.92388
C 5.12887 -6.66834 3.24795
C 5.81751 -7.24355 2.09743
O 5.27683 -6.46086 0.98680
H 5.59865 -4.58317 3.14327
H 3.81521 -4.85110 3.30088
H 5.68687 -6.73605 4.18184
H 4.24236 -7.28661 3.38906
H 6.89809 -7.18291 2.22690
H 5.61414 -8.31355 2.05430
O 9.09361 -0.39993 -6.28969
C 8.25006 -0.65980 -5.41579
C 6.88329 -0.03439 -5.27717
C 6.59666 -0.24079 -3.85755
C 7.32226 -1.57831 -3.52621
O 8.46931 -1.46496 -4.38373
H 6.86075 0.98395 -5.66517
H 6.22960 -0.60926 -5.93317
H 6.97136 0.62217 -3.30711
H 5.52034 -0.36229 -3.73552
H 7.62054 -1.57753 -2.47781
H 6.81376 -2.49143 -3.83564
O 4.27872 -3.94819 -7.55770
C 3.26076 -3.90241 -6.93821
C 2.02559 -3.06121 -7.30077
C 1.31748 -3.00629 -5.98018
C 1.83234 -4.16612 -5.19777
O 3.08922 -4.55179 -5.71625
H 2.31567 -2.11288 -7.75310
H 1.45588 -3.59051 -8.06457
H 1.46645 -2.08780 -5.41247
H 0.22995 -3.03801 -6.04626
H 1.92953 -3.90536 -4.14390
H 1.17959 -5.02646 -5.34559
*
```

As for the HOMO energy: -0.35998 Ha. The value obtained for the HOMO-LUMO gap is 9.650 eV. The strongest force on any atom comes out at 0.1055 hartree/bohr. As for the relative energy (zero: lowest compared OMol25 entry of this formula, charge and spin): 3.699 eV. The value obtained for the molar mass is 860.90 u. As for the LUMO energy: -0.15 eV.

Mulliken population analysis, charges in e, atoms 1 to 4:
1 O -0.621
2 C 0.469
3 C -0.175
4 C -0.367

***

(2)
A cluster of 10 separate species, C40H60O30 in total. Source: the Open Molecules 2025 dataset; level of theory: ωB97M-V/def2-TZVPD.

```
! RIJCOSX wB97M-V def2-TZVPD def2/J DEFGRID3
* xyz 0 1
C 4.28797 -3.08925 6.55328
C 3.81483 -2.87757 5.08377
C 3.41383 -4.16903 4.25560
O 2.27391 -3.66636 3.68630
C 1.90733 -2.55550 4.19698
O 0.89829 -1.93975 3.96208
O 2.70577 -2.15780 5.18093
H 3.83456 -3.96808 7.01174
H 4.24534 -2.18874 7.16595
H 5.33525 -3.38347 6.62222
H 4.56892 -2.24500 4.61546
H 3.08411 -5.02485 4.84462
H 4.07059 -4.40732 3.41895
C -0.57637 2.35926 6.39930
C -2.02217 2.84216 6.86699
C -3.14372 2.92957 5.96919
O -4.06583 1.88919 6.33440
C -3.66792 1.34923 7.44964
O -4.09295 0.28501 7.99919
O -2.46612 1.81363 7.79276
H -0.79699 1.53503 5.72102
H 0.03860 2.04389 7.24219
H -0.19594 3.16668 5.77364
H -2.01193 3.80883 7.37054
H -2.83176 2.63614 4.96686
H -3.55881 3.93610 5.91714
C 1.11462 -5.91079 -4.58773
C 1.73264 -4.57961 -4.39430
C 0.83662 -3.42394 -4.62385
O 0.75394 -2.59717 -3.42852
C 1.51055 -3.17403 -2.49211
O 1.62330 -2.79778 -1.24595
O 1.98010 -4.36250 -2.99225
H 1.18142 -6.09089 -5.66068
H 0.13891 -6.19482 -4.19350
H 1.56722 -6.80491 -4.15902
H 2.68316 -4.58263 -4.92778
H -0.06497 -4.02909 -4.71882
H 1.24225 -2.72364 -5.35402
C 2.84781 3.09348 -0.84696
C 2.31624 2.67825 0.47552
C 2.94925 3.42638 1.61336
O 1.74702 3.88080 2.35121
C 0.68548 3.62899 1.80866
O -0.42074 3.81445 2.28131
O 0.97842 2.94236 0.73725
H 2.91263 4.15276 -1.09562
H 2.11548 2.78451 -1.59283
H 3.78514 2.62028 -1.13954
H 2.43550 1.59882 0.56887
H 3.63584 4.17187 1.21218
H 3.67931 2.91987 2.24467
C -2.67731 -6.51774 -4.44140
C -3.44385 -5.73019 -3.45569
C -3.86276 -6.40477 -2.15124
O -3.05325 -5.77235 -1.18266
C -2.25289 -4.84690 -1.77057
O -1.44044 -4.15693 -1.17837
O -2.58592 -4.71462 -3.03153
H -3.27593 -7.35790 -4.79336
H -1.91647 -6.96668 -3.80290
H -2.06071 -6.02784 -5.19499
H -4.35203 -5.36207 -3.93298
H -3.76036 -7.48326 -2.03098
H -4.92091 -6.18511 -2.00921
C -3.63073 4.05945 2.29937
C -5.21538 3.80781 2.15380
C -5.64167 2.47903 1.57115
O -6.37567 1.81248 2.62180
C -6.44757 2.56002 3.67819
O -7.10423 2.27722 4.68016
O -5.68476 3.74904 3.45647
H -3.19284 4.18928 1.30968
H -3.05006 3.28227 2.79627
H -3.37954 4.94807 2.87848
H -5.65273 4.53969 1.47471
H -4.82460 1.85930 1.20178
H -6.37733 2.56540 0.77149
C 2.11531 0.74481 -4.32509
C 0.93068 1.22765 -5.17376
C 0.34835 0.24459 -6.18541
O -1.05719 0.40159 -6.07297
C -1.42768 1.10977 -5.01602
O -2.55867 1.44836 -4.73238
O -0.22281 1.50213 -4.40059
H 1.86239 0.83834 -3.26897
H 2.96333 1.42545 -4.40062
H 2.65299 -0.18622 -4.50452
H 1.14057 2.19486 -5.63043
H 0.73560 -0.73413 -5.90211
H 0.86567 0.47286 -7.11727
C 4.85835 -1.20082 -1.68769
C 4.04696 -1.17132 -0.32711
C 4.16695 -2.33045 0.74669
O 4.97801 -1.74084 1.76364
C 5.15050 -0.42170 1.55503
O 5.84209 0.34537 2.21597
O 4.33350 -0.08759 0.51041
H 4.73416 -2.12640 -2.24982
H 5.86467 -1.47391 -1.37010
H 4.88622 -0.25000 -2.21991
H 2.98113 -1.03776 -0.51222
H 4.73799 -3.14499 0.30113
H 3.22779 -2.61906 1.21869
C -0.26925 0.47453 -1.19225
C -0.92394 -0.49363 -0.06699
C 0.05678 -0.71589 1.06323
O -0.56870 -0.02395 2.19775
C -1.74717 0.51590 1.83725
O -2.71539 0.87969 2.62130
O -1.78833 0.48600 0.51549
H 0.31279 1.30252 -0.78757
H -1.04099 0.80364 -1.88810
H 0.34580 -0.13153 -1.85746
H -1.50129 -1.33726 -0.44522
H 1.05734 -0.30341 0.93346
H 0.40748 -1.70968 1.34162
C -1.34171 3.75451 -2.15577
C -0.90851 5.19929 -2.49827
C -0.58094 5.58106 -3.86521
O -0.93562 6.95550 -4.08082
C -1.83634 7.25975 -3.09592
O -2.30637 8.35222 -2.95429
O -1.88515 6.18790 -2.22627
H -2.00165 3.25462 -2.86477
H -1.94256 3.61106 -1.25772
H -0.54214 3.04692 -1.93643
H 0.07482 5.29241 -2.03730
H -0.90009 4.84970 -4.60775
H 0.48848 5.51121 -4.06410
*
```

As for the HOMO energy: -0.33768 Ha. The value obtained for the HOMO-LUMO gap is 8.648 eV. The strongest force on any atom comes out at 0.1898 hartree/bohr. As for the relative energy (zero: lowest compared OMol25 entry of this formula, charge and spin): 9.753 eV. The value obtained for the molar mass is 1020.89 u. As for the LUMO energy: -0.54 eV.

Mulliken population analysis, charges in e, atoms 1 to 4:
1 C -1.533
2 C 0.626
3 C -0.330
4 O -0.315